This record from the OMol25 dataset describes 17 unconnected molecules or ions with the total composition C68H187N17O17 in a non-equilibrium geometry. The level of theory is wB97M-V/def2-TZVPD.

Element x y z (Å)
C (-2.9016, -4.4243, -4.4283)
H (3.9032, -2.1779, -0.2885)
H (-1.9912, 4.1879, -6.9540)
O (-0.9821, -0.3933, 4.0141)
C (-2.9561, 6.5726, -0.7555)
H (-0.5686, -3.2600, 8.2215)
C (5.5979, 7.8515, -2.6711)
H (-2.1546, 5.8232, -3.4717)
H (2.3583, -6.1323, -0.2782)
H (2.0094, 1.2588, -6.8161)
C (4.5407, -0.9129, 1.1515)
H (4.0381, -1.1333, 4.0260)
C (6.0399, -1.1622, 1.3354)
H (-0.0605, -2.2720, 1.5225)
H (0.5824, -2.5244, 5.8664)
H (-0.0452, 6.9728, 1.6954)
C (-0.6123, 0.9729, 3.8020)
H (-4.5185, 0.3960, -3.6643)
H (-2.6103, 7.5120, -1.1997)
H (0.5782, -7.3913, -3.1324)
H (0.5035, 5.0683, 0.1714)
H (-0.6724, -3.4496, -5.9210)
H (0.0564, 1.2630, -4.5685)
H (-3.9771, -2.5897, 2.4918)
C (-2.5326, -2.1727, 4.0643)
H (-2.1212, 6.1703, -0.1656)
C (-1.7937, -8.1329, 0.7851)
H (2.4067, -0.4815, 3.5097)
C (5.0108, -3.9113, 6.6015)
H (3.7203, -4.1874, -2.2425)
H (3.5980, -3.8883, 2.5347)
H (-5.1159, -0.6382, -4.9771)
H (-4.2935, 8.0894, 1.8191)
H (-2.0483, -3.0021, -0.5567)
H (-4.0843, -1.1349, -2.4384)
C (-3.9358, 4.4808, 2.8117)
N (4.1991, -4.1124, -0.2753)
O (-5.9564, 1.2272, -5.0268)
C (-0.5523, 2.0909, -6.4837)
H (-2.4667, -5.4098, -4.2888)
H (-1.6404, -1.6537, 5.7439)
H (0.1358, -5.7734, -2.6137)
H (3.1404, -0.1217, 5.0432)
C (-0.2733, -4.2323, 7.8439)
H (6.1798, -5.6357, 3.5108)
H (-2.4233, -3.0863, 5.8833)
C (3.8138, -4.9480, -1.4640)
H (6.1880, 6.9271, -2.5773)
H (-8.0930, -1.7488, -1.6036)
H (1.4997, -1.4609, 1.3452)
C (-5.0871, 3.8169, 3.5163)
H (-4.3557, 0.3226, 1.7632)
H (-6.1157, 1.8538, -2.3320)
H (4.1778, 6.2781, -0.6927)
N (-6.7408, 3.8361, -2.6107)
H (-0.3584, 1.7971, -7.5190)
H (3.5981, 8.7073, -2.3326)
H (8.8791, -6.2293, 1.4663)
H (-0.0968, -6.3122, 6.3932)
N (-2.4932, -2.1395, 5.5215)
H (-0.7583, -4.7898, 3.8652)
H (6.0415, 2.2200, -1.1626)
H (3.2153, -2.0310, 6.8256)
C (-2.9839, -6.2020, 0.1919)
H (1.1083, 3.4463, 4.2464)
H (3.8048, -5.0837, 3.9339)
H (-1.9179, -3.9013, 0.9530)
H (-5.5882, -1.7079, 0.2614)
C (3.3553, 6.7317, -3.1011)
H (2.3918, 6.5128, -2.6352)
H (5.7508, 8.1307, -3.7251)
H (-2.1362, 3.9483, 0.9149)
N (-4.8337, -1.8317, -2.3909)
C (6.8730, -5.9863, 1.5494)
C (2.5059, 2.1209, 1.6172)
H (-8.5377, 1.8650, -2.1795)
H (7.7935, 1.6518, -2.6995)
C (4.1169, 7.7531, -2.2734)
H (2.3322, 0.7841, -5.1328)
H (-5.1915, 5.1336, -2.6703)
H (3.9366, -1.5689, 1.7632)
C (3.6205, -4.9224, 2.8693)
H (1.9985, 2.3076, -2.5965)
O (0.3460, -2.5893, -4.4035)
N (6.8332, 1.7356, -3.0239)
H (6.4157, -1.0095, 2.3491)
H (0.4358, -1.3445, 4.7935)
N (-4.6757, 5.9366, -2.3166)
O (-0.2519, 3.4325, -6.1550)
H (5.9843, -4.2333, 6.2353)
H (-7.1089, -2.7986, -2.6828)
C (2.4190, 3.3125, -2.6207)
H (3.2636, -0.6557, -0.3586)
C (0.7278, -2.0261, 0.8124)
H (2.3085, 8.1169, 0.4389)
H (-5.3143, 2.9261, 2.9369)
H (0.1890, -2.7953, -2.2927)
H (-4.6926, -2.0651, 4.0633)
H (-6.9069, 3.9856, -1.6199)
C (2.3316, -2.1306, 4.9052)
C (-2.2566, -0.7657, 3.5509)
N (-4.2502, -4.3343, -0.7252)
H (-2.8565, -6.0923, 3.7288)
H (-3.5589, 5.3671, 3.3153)
H (6.5598, 4.4383, -3.1361)
H (7.5123, 4.0478, -1.7537)
N (1.5812, 8.1054, 1.1607)
H (6.1955, 8.5514, -2.0880)
H (-0.6423, 5.3583, -6.6469)
C (-6.3413, 4.7198, 3.4697)
C (-1.0277, 1.8861, -1.5431)
H (-2.2794, -0.7784, 2.4569)
C (-3.9094, -2.6450, 3.5803)
H (-4.4724, -2.6444, -1.8715)
H (0.3745, -0.8604, -5.4811)
H (2.4985, 3.6698, -3.6415)
H (-5.2689, 6.5334, -1.7391)
H (-8.0210, 0.8350, -3.5722)
H (-4.9627, -5.0289, -0.9576)
H (-3.4507, 1.3770, 0.7405)
H (5.0594, -6.7354, -0.8865)
H (1.5727, 5.0589, 4.8969)
H (-2.1510, -8.1242, 1.8220)
H (-4.9003, 2.7949, -4.2430)
C (-3.4719, 5.4669, -1.6572)
C (-1.8859, -3.9903, -0.1347)
H (8.4655, -4.6675, 1.6078)
H (-3.5163, -1.9628, -4.3304)
H (-1.5600, 4.9180, 2.2674)
H (6.6316, -5.7312, 0.5112)
H (7.4161, -7.9854, 1.0157)
H (-6.7125, 4.8976, 2.4594)
C (-2.9324, -4.9705, -0.6954)
N (3.9426, 7.2676, -0.8498)
H (2.0248, 2.4327, -5.5515)
H (-2.6101, -6.7787, 5.2734)
H (0.1497, 0.3561, -2.3852)
C (1.7076, 1.4166, -5.7764)
H (-4.1408, 4.6890, 1.7659)
H (6.1508, -4.1945, 2.4020)
H (-1.6145, 1.8682, -6.3773)
H (-6.3093, 3.1740, -5.0568)
O (2.9862, 7.3135, -4.3822)
H (-3.1377, -4.5036, -5.4905)
C (-7.1153, -2.2109, -1.7560)
H (1.2837, 6.1587, -4.6961)
O (1.1615, 4.9277, 2.8581)
H (1.6475, 6.7945, 3.4416)
H (-2.6257, 7.4714, 1.6142)
C (-0.8995, 4.3506, -6.9897)
H (2.5549, -3.5733, 6.4923)
H (2.8163, 5.5194, -5.4196)
H (-2.4220, -8.8037, 0.1979)
C (-4.3920, 0.8369, 0.8071)
H (-2.7093, -5.2907, -1.7168)
H (-3.7992, -6.8262, -0.1828)
H (2.9451, 2.8460, 0.9301)
H (-3.3398, -5.8958, 1.1865)
H (-7.1417, 4.2880, 4.0704)
N (-4.8479, 3.4396, 4.9309)
C (-2.3292, -5.9120, 4.6673)
C (3.1130, -2.7582, 6.0136)
H (-1.4708, -1.3707, -1.9757)
H (-1.0103, 3.2142, 2.1302)
H (1.9776, 6.8860, -6.1096)
H (-3.8916, 3.0921, 5.0130)
H (2.7741, 5.9871, 2.2555)
H (0.7851, -4.4171, 8.0333)
C (-4.8667, 0.3861, -4.6948)
C (6.7046, -7.4855, 1.6805)
C (-0.1151, -5.3917, 5.7977)
H (-0.7371, -4.9742, 8.4946)
H (1.6544, -2.0734, -2.9040)
C (-0.6135, -3.5394, -4.8340)
H (-0.4769, 4.3517, -7.9942)
H (0.6257, 6.5933, -0.6897)
C (2.4226, -5.5075, -1.1891)
H (-3.9380, 0.6455, -5.2340)
H (-3.0232, -0.1108, 3.9785)
H (-0.1616, 2.4865, -1.2529)
H (-1.0524, -0.4037, -6.0633)
H (3.9098, 5.8140, -3.3090)
H (5.8243, 4.6760, -1.5298)
H (-6.5927, -0.2644, 0.0504)
N (8.2274, -5.5982, 1.9374)
H (-0.3273, -6.8898, 2.9118)
C (1.7390, 6.1675, 2.5517)
C (6.4896, 4.0511, -2.1200)
H (-6.1697, -0.3613, -2.3933)
H (-3.2908, 8.8182, 0.6303)
H (0.3397, -6.9658, -1.4130)
C (-6.7019, 2.4686, -3.0321)
C (0.2745, 1.1651, -5.6411)
H (-4.4894, -3.8369, 0.1411)
H (-0.2295, -7.6371, 4.4049)
H (6.6328, -0.6181, 0.5943)
C (5.9227, -5.2601, 2.5164)
C (-5.6891, -0.7709, -0.2969)
H (4.6338, 2.7357, -3.8424)
O (3.7508, 3.3347, -2.1065)
C (0.7650, -6.6436, -2.3716)
H (5.1689, -3.3177, 7.5071)
N (-2.5315, -2.0488, -4.5960)
H (4.3153, -4.6608, 0.5690)
O (-1.7785, -6.8305, 0.2108)
N (-0.0556, -0.1910, -6.1149)
H (-1.3657, 1.6731, 4.1385)
H (-1.4185, 4.8093, -2.2110)
H (-1.8213, -2.8614, 3.6143)
C (1.0136, 6.8334, 1.4325)
H (5.7081, -7.8768, 1.5071)
H (-3.8001, 4.5944, -1.0774)
C (-5.9959, -1.2040, -1.7297)
H (4.5604, -6.6281, -2.6083)
H (-0.8260, -8.6290, 0.8181)
H (2.2449, -2.8988, 4.1232)
H (1.4188, 2.1361, 1.4905)
H (-8.6672, 2.4162, -3.8478)
H (-2.0261, -1.2452, -4.2158)
C (2.2433, 6.4155, -5.1649)
H (-4.0341, -3.6936, 3.8454)
H (-7.2218, 4.4747, -3.2445)
C (4.8718, -6.0675, -1.7288)
H (1.1788, -2.9816, 0.5836)
C (-0.0352, -0.0537, -0.2166)
C (-1.8248, 3.9046, 1.9635)
H (-0.8669, -4.3386, -0.3404)
C (-0.8194, -5.6717, 4.5068)
H (4.2030, 1.4654, -2.6939)
H (-5.1551, 1.6138, 0.9072)
H (-0.2300, 1.1642, 2.8013)
H (2.7224, 4.1426, 3.9575)
N (1.0877, -1.7157, 5.4777)
H (-1.8322, 2.0274, -0.8228)
O (-2.8855, 3.5138, 2.7954)
H (-2.5981, -0.3018, -1.5217)
C (0.9196, -2.8406, -3.1098)
O (-4.5433, 0.0427, -0.3337)
H (1.7829, 8.6256, 2.0118)
H (-0.2283, -4.5398, -4.5975)
H (0.2707, 1.1601, 4.4198)
H (-0.8195, 0.1060, 0.5318)
H (5.8104, -5.5194, -1.8574)
O (-3.9909, 6.9196, 0.1652)
C (1.6546, 4.3676, 4.0465)
H (1.4007, -3.8267, -3.0681)
N (4.1135, -1.1838, -0.1859)
C (-3.5089, 7.8552, 1.1042)
C (-8.0531, 1.8396, -3.1552)
H (-2.8167, -5.0863, 5.1925)
O (4.3550, -3.2428, 5.5576)
O (-0.6279, -4.2789, 6.4884)
H (1.8166, 3.9898, -2.0156)
C (6.0026, 2.5863, -2.1935)
H (6.8418, 2.0762, -3.9934)
H (0.9605, -5.3064, 5.6200)
H (-6.1588, 5.6933, 3.9467)
O (0.2835, -1.4173, -0.3720)
C (3.0190, -0.9200, 4.3043)
H (-1.3082, 2.1744, -2.5546)
C (4.2855, 0.5556, 1.3864)
O (4.6151, -5.6150, 2.1265)
N (-0.0564, -6.7857, 3.8870)
H (5.0912, -3.6782, -0.4906)
H (1.6967, -4.6958, -1.0392)
H (2.6410, 2.2893, 2.6844)
H (6.3005, -2.2096, 1.1555)
C (-1.9157, -3.2990, -4.1526)
O (2.8885, 0.7908, 1.2893)
H (6.9837, -7.8108, 2.6852)
H (-2.6850, 4.1574, -3.1760)
H (4.6828, 0.9534, 2.3204)
C (4.6280, 2.4690, -2.7785)
H (-1.7294, -3.2136, -3.0787)
H (0.7363, 0.6593, 0.0990)
C (-2.3710, 5.0809, -2.6987)
O (2.1086, -6.3445, -2.2586)
H (-3.8191, -4.2886, -3.8593)
H (-7.0177, -2.9628, -0.9621)
C (1.0465, 6.0133, 0.1314)
H (4.5608, 7.7873, -0.2225)
N (-1.7353, -0.3860, -2.0744)
H (2.0362, 5.6643, -0.1480)
C (-5.9284, 2.4494, -4.3230)
H (4.8884, 1.1794, 0.7168)
H (-4.9849, 4.1886, 5.6048)
C (-0.5715, 0.4027, -1.5623)
H (2.6320, -5.2681, 2.5527)
H (4.4467, -4.8097, 6.9022)

Forces on the atoms, in the same order (eV/Å):
C 0.25 -0.37 -0.47
H -0.13 0.30 -0.04
H 0.31 0.22 -0.34
O 0.32 0.93 -0.19
C -0.14 -0.49 1.25
H 0.15 0.21 0.00
C 0.65 0.00 -0.72
H -0.37 0.13 0.29
H 0.41 0.31 0.14
H 0.10 -0.23 0.00
C 0.74 0.48 -0.03
H 0.19 -0.27 -0.69
C 0.24 -0.93 -0.14
H -0.54 0.38 0.09
H 0.34 0.34 -0.12
H 0.05 -0.17 0.21
C 0.91 -0.60 0.67
H -0.62 0.22 0.42
H -0.03 -0.32 -0.74
H 0.30 -0.21 -0.10
H -0.48 0.10 0.41
H -0.22 0.12 0.07
H -0.52 0.28 0.03
H -0.09 0.16 -0.05
C -1.02 0.19 -0.22
H 0.21 0.02 -0.07
C -0.47 -0.15 0.11
H 0.36 -0.25 -0.23
C 0.33 -0.74 -0.02
H 0.21 -0.59 -0.54
H 0.41 0.55 0.60
H -0.12 0.14 0.12
H -0.12 -0.36 0.16
H 0.19 0.15 -0.10
H -0.25 -0.48 0.02
C 0.93 -1.11 -0.08
N -0.30 -0.19 -0.89
O 0.35 -0.51 0.66
C -0.02 0.06 0.06
H 0.12 -0.20 0.79
H 0.29 0.03 0.54
H 0.26 0.21 -0.21
H -0.32 -0.11 0.33
C 0.23 -0.02 0.76
H -0.23 0.34 0.23
H 0.15 0.26 0.06
C 0.43 -0.06 2.26
H -0.74 -0.21 0.17
H -0.03 -0.01 -0.15
H -0.11 0.30 -0.16
C -1.35 1.12 0.80
H -0.14 -0.63 0.03
H -0.03 0.43 0.25
H -0.05 0.51 -0.59
N 0.49 0.59 0.53
H 0.41 0.53 -0.33
H 0.11 0.09 -0.13
H -0.06 0.24 0.27
H -0.73 -0.06 0.44
N -0.23 -0.16 -0.50
H 0.44 -0.02 -0.14
H -0.28 -0.34 -0.14
H 0.36 0.27 0.00
C -1.69 0.59 -0.10
H -0.02 0.09 0.03
H -0.31 0.45 -0.06
H -0.41 -0.08 0.12
H 0.44 0.20 0.46
C -1.05 0.86 -1.64
H 0.18 -0.30 0.48
H -0.39 0.12 0.22
H 0.08 -0.20 -0.17
N 0.57 0.21 0.27
C -0.57 0.03 0.41
C -0.85 -1.02 -0.18
H -0.14 -0.23 0.00
H -0.27 0.15 -0.06
C 0.71 -1.63 1.21
H -0.25 -0.19 -0.15
H -0.15 0.40 0.20
H 0.10 0.17 1.15
C -0.22 -0.29 -0.59
H -0.09 -0.18 -0.04
O 0.79 0.26 0.64
N 0.43 -0.19 -0.55
H -0.20 0.48 0.03
H 0.29 0.16 -0.10
N -0.01 0.45 -0.97
O 0.06 -0.32 -0.11
H 0.02 0.01 -0.04
H -0.08 0.47 0.04
C 1.11 0.15 0.16
H 0.01 -0.17 -0.12
C 0.55 -0.44 0.61
H -0.18 -0.15 0.68
H 0.03 -0.38 0.14
H -0.02 -0.01 -0.23
H -0.13 0.07 -0.11
H -0.29 0.11 -0.52
C 0.35 0.03 -0.50
C -0.08 -0.57 0.13
N -0.13 0.02 -0.03
H 0.26 0.32 -0.24
H -0.16 0.45 0.16
H -0.21 0.24 -0.16
H 0.05 0.16 0.39
N 0.27 1.43 -0.18
H -0.40 0.39 0.21
H -0.34 -0.13 0.38
C 0.19 0.06 0.43
C 1.01 -0.88 0.20
H -0.14 0.22 -0.10
C 0.42 -0.04 0.14
H -0.28 0.34 -0.13
H -0.02 -0.11 -0.22
H -0.57 0.05 -0.39
H 0.36 -0.51 -0.01
H 0.08 -0.17 0.25
H 0.06 0.43 0.25
H 0.20 -0.03 -0.21
H -0.57 0.05 0.13
H -0.28 -0.05 -0.05
H -0.21 0.17 -0.06
H 0.36 -0.09 0.69
C 0.19 1.11 -0.95
C 0.09 -0.36 -0.51
H -0.17 -0.02 0.04
H 0.54 -0.29 0.12
H 0.63 0.11 -0.17
H -0.08 0.29 0.07
H -0.18 -0.08 -0.14
H 0.13 -0.05 0.01
C 0.13 0.40 1.04
N 0.43 0.54 -0.03
H -0.40 0.22 0.16
H 0.54 -0.21 0.15
H 0.43 -0.37 0.44
C 2.29 0.25 -0.69
H -0.54 0.46 -0.20
H -0.46 0.20 0.40
H -0.37 0.18 0.42
H -0.59 0.10 0.33
O 0.63 0.03 0.50
H -0.24 0.65 -0.14
C -0.74 -0.47 0.10
H 0.18 -0.27 0.19
O -0.62 -0.62 0.06
H 0.45 0.28 0.14
H 0.16 0.05 0.15
C 0.11 0.62 0.23
H -0.22 -0.27 -0.27
H -0.04 -0.21 0.21
H -0.33 0.04 -0.03
C 0.44 1.03 0.47
H 0.24 0.18 0.04
H -0.01 -0.54 -0.23
H 0.24 0.19 0.29
H 0.26 0.10 0.28
H -0.03 -0.28 -0.16
N 0.53 -0.35 -0.80
C -0.38 -0.33 0.56
C 0.23 0.00 0.61
H -0.15 0.25 -0.20
H 0.28 0.01 -0.17
H 0.20 0.29 -0.01
H -0.31 0.11 0.15
H 0.38 0.38 0.13
H 0.37 0.40 -0.38
C 0.79 -0.35 -0.76
C 0.83 -0.50 0.31
C 0.92 -0.57 0.55
H -0.64 -0.35 -0.36
H 0.17 0.19 -0.16
C 0.96 -0.08 0.20
H -0.34 -0.52 -0.42
H 0.08 0.09 -0.02
C 0.19 -0.22 0.52
H -0.36 0.19 -0.30
H -0.04 0.21 -0.22
H -0.16 0.25 0.11
H 0.16 0.27 0.05
H 0.18 -0.11 0.38
H 0.13 0.05 0.11
H 0.16 0.42 0.47
N 0.49 -0.48 -0.43
H 0.03 -0.22 0.29
C -0.09 -0.66 0.45
C -0.06 -0.71 -0.64
H -0.62 0.35 0.31
H 0.36 -0.06 -0.17
H 0.11 -0.40 0.05
C 0.60 -0.60 -0.10
C -1.52 -0.95 0.64
H 0.16 -0.58 -0.35
H -0.10 -0.17 -0.21
H -0.17 0.28 0.20
C 0.76 -0.80 -1.24
C -0.77 -0.29 -1.43
H 0.22 0.00 -0.23
O -0.62 0.59 0.84
C -1.41 0.28 0.66
H -0.13 0.33 -0.12
N 0.20 0.52 -0.57
H 0.12 -0.34 -0.19
O 1.99 -1.39 0.32
N 0.29 -0.07 0.25
H -0.49 0.11 -0.30
H -0.29 0.25 0.07
H 0.61 -0.10 -0.06
C -0.61 -0.81 -1.40
H -0.16 0.31 -0.28
H 0.88 -0.13 0.44
C 1.33 -1.04 -0.63
H 0.41 -0.09 -0.05
H 0.41 0.66 -0.30
H -0.18 0.01 -0.16
H 0.05 0.22 -0.20
H -0.11 0.16 -0.03
H -0.30 -0.30 0.00
C -0.28 0.09 -0.22
H -0.15 -0.04 0.09
H -0.09 -0.41 0.54
C -0.55 1.36 -0.28
H 0.20 -0.28 -0.46
C -0.87 0.62 -0.82
C -0.50 0.64 0.36
H -0.20 0.15 -0.23
C -0.54 -0.45 -0.65
H 0.44 -0.33 -0.08
H -0.33 -0.07 -0.23
H -0.59 -0.07 -0.47
H 0.10 -0.14 -0.05
N -1.41 -0.56 0.59
H -0.16 0.16 -0.09
O -0.21 -0.60 0.28
H 0.61 0.42 0.18
C -0.54 -0.34 -0.39
O -0.19 -0.18 0.46
H 0.25 -0.01 -0.55
H -0.12 -0.11 -0.01
H -0.08 -0.25 0.26
H -0.36 -0.34 0.13
H 0.08 -0.32 -0.50
O 0.04 0.04 0.20
C 0.34 0.20 0.09
H 0.00 0.10 -0.25
N -0.06 -0.05 -1.55
C -0.48 0.31 -0.20
C -0.74 -0.11 -0.35
H 0.13 0.14 -0.26
O 0.01 0.31 0.42
O -0.22 -0.44 -0.06
H 0.03 -0.02 -0.06
C 0.69 0.55 0.19
H 0.12 -0.18 0.59
H 0.14 0.63 -0.36
H 0.23 -0.08 -0.24
O 0.57 0.41 0.64
C -0.04 0.56 0.61
H -0.25 0.05 0.12
C -0.10 0.58 0.77
O -0.27 0.03 0.36
N -0.44 0.96 -0.07
H 0.05 -0.05 0.10
H 0.03 0.04 -0.28
H 0.59 0.38 -0.02
H -0.29 -0.14 -0.19
C -1.58 0.25 -0.09
O 0.34 0.39 -0.13
H 0.02 0.13 0.15
H -0.12 -0.06 -0.37
H -0.29 -0.52 0.85
C -1.19 -0.01 0.16
H 0.10 -0.50 0.29
H 0.73 -0.76 -0.12
C -0.17 -0.60 0.84
O 0.26 -0.04 -1.14
H -0.05 -0.15 0.02
H 0.19 0.17 0.08
C -0.30 -0.63 0.08
H -0.12 -0.10 -0.31
N 0.57 -0.56 0.51
H 0.38 0.48 0.07
C 0.23 0.48 -1.94
H -0.38 -0.22 -0.92
H 0.07 0.07 -0.45
C -1.97 1.02 -0.82
H 0.16 -0.57 0.26
H 0.04 0.09 -0.04

Highest occupied orbital energy (eV): -8.3
Max |F| (eV/A): 2.44
Orbital gap (eV): 8.771
LUMO (eV): 0.445
Energy above the lowest of the compared OMol25 structures with the same formula, charge and spin (kcal/mol): 11.12
Calculated total energy (hartree): -4912.64474

Results of the Mulliken charge analysis, in e, for atoms 1 through 5:
1 C -2.003
2 H 0.320
3 H 0.296
4 O -0.404
5 C -0.421